53
Properties=species:S:1:pos:R:3:forces:R:3 method="wB97M-V/def2-TZVPD" relative_energy_kj_mol=0.00 smiles="CC(=O)c1ccc(OC[C@@H](O)CN2CC[NH+](c3ccc(F)cc3)CC2)cc1" e_tot_ha=-1250.6792 homo_energy_ev=-11.72 total_charge=+1 orbital_gap_ev=9.372
C 2.355 4.026 4.643 -0.1079 -0.0335 0.3185
C 1.401 2.903 4.336 0.1625 0.2085 0.0696
O 0.704 2.395 5.182 0.0090 -0.0047 -0.0008
C 1.342 2.426 2.922 -0.1547 -0.2620 -0.3013
C 0.511 1.340 2.644 0.0585 0.0913 -0.0022
C 0.396 0.841 1.368 0.0344 0.0221 -0.1702
C 1.114 1.424 0.324 -0.0425 0.0555 0.2766
O 0.923 0.872 -0.925 -0.0859 0.0249 0.0957
C 1.744 1.324 -1.986 0.2376 -0.1533 -0.3556
C 1.403 0.525 -3.260 -0.1210 0.7719 0.1081
O 1.234 -0.848 -2.947 0.0094 -0.2146 -0.1628
C 0.155 1.030 -4.043 0.5014 -0.1685 0.0436
N -1.160 0.690 -3.593 0.0850 -0.0923 0.2076
C -1.776 -0.547 -3.964 -0.1161 -0.1232 0.0114
C -1.582 -1.649 -2.889 -0.1623 -0.1856 -0.8741
N -1.220 -0.999 -1.606 0.4281 -0.0275 0.0697
C -1.188 -1.954 -0.505 0.1143 -0.4326 0.5307
C -2.364 -2.461 0.030 0.1476 0.1224 -0.1025
C -2.309 -3.371 1.070 0.1709 -0.0713 0.0942
C -1.072 -3.764 1.557 0.0421 0.2041 -0.2391
F -1.017 -4.640 2.557 -0.0069 -0.0030 0.0109
C 0.110 -3.268 1.028 -0.2233 -0.1355 0.1339
C 0.044 -2.358 -0.011 -0.1692 0.0621 -0.1615
C -2.080 0.181 -1.366 -0.2460 0.7549 0.0941
C -1.724 1.271 -2.402 -0.2108 0.1981 -0.1083
C 1.949 2.502 0.587 0.0080 -0.1182 -0.4653
C 2.059 2.995 1.876 -0.1658 -0.1213 0.3335
H 2.075 4.917 4.084 0.0317 0.0959 -0.0845
H 2.316 4.245 5.706 -0.0075 -0.0055 -0.0080
H 3.369 3.746 4.369 0.1067 0.0246 -0.0662
H -0.039 0.896 3.460 -0.0442 -0.0296 0.0742
H -0.235 -0.013 1.172 -0.0546 -0.0733 -0.0205
H 1.597 2.393 -2.178 0.0377 -0.0405 0.0342
H 2.798 1.159 -1.724 -0.1068 0.0593 0.0188
H 2.250 0.658 -3.946 -0.0722 0.0196 0.0762
H 2.094 -1.241 -2.764 0.0030 -0.0446 0.0015
H 0.234 2.120 -4.102 0.0931 -0.0146 -0.0782
H 0.246 0.641 -5.059 0.0397 0.0835 -0.0072
H -1.372 -0.889 -4.915 -0.0665 -0.0426 0.0108
H -2.847 -0.360 -4.102 0.0133 -0.1157 -0.0477
H -0.770 -2.324 -3.158 -0.0684 0.0534 0.1716
H -2.497 -2.228 -2.752 0.0698 0.0378 0.1481
H -0.248 -0.643 -1.741 -0.3520 -0.2336 0.1802
H -3.326 -2.155 -0.349 -0.1304 0.0406 -0.0578
H -3.208 -3.776 1.505 -0.0878 -0.0472 0.0504
H 1.055 -3.592 1.432 0.0962 -0.0362 0.0465
H 0.953 -1.955 -0.429 0.1105 0.0892 -0.0482
H -3.123 -0.121 -1.467 0.0958 -0.1135 0.0399
H -1.914 0.546 -0.352 -0.0124 -0.1385 -0.0474
H -1.019 1.982 -1.975 -0.0471 -0.0289 0.0415
H -2.641 1.821 -2.656 0.0413 -0.0352 0.1646
H 2.520 2.972 -0.198 0.0399 0.0299 -0.0902
H 2.713 3.834 2.049 0.0744 0.0972 0.0430